1.
{"formula": "C5H8O", "method": "the ωB97M-V functional and the def2-TZVPD basis", "charge": 0, "total_energy_ev": -7357.73332, "lumo_energy_ev": [-0.4, -0.4], "homo_lumo_gap_ev": [8.157, 8.156], "symbols": ["C", "C", "C", "C", "C", "O", "H", "H", "H", "H", "H", "H", "H", "H"], "positions_angstrom": [[1.674, -0.716, 0.092], [0.496, 0.230, -0.020], [-0.621, -0.114, -0.973], [-1.665, 0.466, -0.075], [-0.919, 0.651, 1.125], [-0.991, 1.313, 2.155], [2.393, -0.444, 0.870], [1.395, -1.768, 0.217], [2.206, -0.640, -0.870], [0.844, 1.255, -0.146], [-0.541, 0.448, -1.911], [-0.733, -1.177, -1.219], [-2.622, 0.905, -0.364], [-0.865, -0.535, 1.139]]}

2.
{"formula": "Br2ClHNP", "method": "the ωB97M-V functional and the def2-TZVPD basis", "charge": 0, "total_energy_ev": -163402.42893, "lumo_energy_ev": -2.4, "homo_lumo_gap_ev": 7.986, "symbols": ["N", "P", "Cl", "Br", "Br", "H"], "positions_angstrom": [[1.408, 0.038, 0.358], [-0.094, -0.118, 0.252], [-0.456, -0.611, -2.297], [-1.582, 1.579, 0.588], [-0.833, -1.738, 1.365], [1.557, 0.851, -0.266]]}

3.
{"formula": "C120H100N20O40", "method": "the ωB97M-V functional and the def2-TZVPD basis", "charge": 0, "total_energy_ev": -237704.94122, "lumo_energy_ev": -1.2, "homo_lumo_gap_ev": 8.211, "symbols": ["C", "C", "C", "C", "C", "C", "N", "O", "O", "H", "H", "H", "H", "H", "C", "C", "C", "C", "C", "C", "N", "O", "O", "H", "H", "H", "H", "H", "C", "C", "C", "C", "C", "C", "N", "O", "O", "H", "H", "H", "H", "H", "C", "C", "C", "C", "C", "C", "N", "O", "O", "H", "H", "H", "H", "H", "C", "C", "C", "C", "C", "C", "N", "O", "O", "H", "H", "H", "H", "H", "C", "C", "C", "C", "C", "C", "N", "O", "O", "H", "H", "H", "H", "H", "C", "C", "C", "C", "C", "C", "N", "O", "O", "H", "H", "H", "H", "H", "C", "C", "C", "C", "C", "C", "N", "O", "O", "H", "H", "H", "H", "H", "C", "C", "C", "C", "C", "C", "N", "O", "O", "H", "H", "H", "H", "H", "C", "C", "C", "C", "C", "C", "N", "O", "O", "H", "H", "H", "H", "H", "C", "C", "C", "C", "C", "C", "N", "O", "O", "H", "H", "H", "H", "H", "C", "C", "C", "C", "C", "C", "N", "O", "O", "H", "H", "H", "H", "H", "C", "C", "C", "C", "C", "C", "N", "O", "O", "H", "H", "H", "H", "H", "C", "C", "C", "C", "C", "C", "N", "O", "O", "H", "H", "H", "H", "H", "C", "C", "C", "C", "C", "C", "N", "O", "O", "H", "H", "H", "H", "H", "C", "C", "C", "C", "C", "C", "N", "O", "O", "H", "H", "H", "H", "H", "C", "C", "C", "C", "C", "C", "N", "O", "O", "H", "H", "H", "H", "H", "C", "C", "C", "C", "C", "C", "N", "O", "O", "H", "H", "H", "H", "H", "C", "C", "C", "C", "C", "C", "N", "O", "O", "H", "H", "H", "H", "H", "C", "C", "C", "C", "C", "C", "N", "O", "O", "H", "H", "H", "H", "H"], "positions_angstrom": [[-11.601, 2.733, 7.710], [-10.619, 2.743, 8.718], [-9.498, 3.638, 8.784], [-9.388, 4.547, 7.718], [-10.341, 4.456, 6.618], [-11.409, 3.597, 6.611], [-8.333, 5.599, 7.735], [-8.529, 6.556, 7.001], [-7.305, 5.450, 8.412], [-12.372, 1.992, 7.861], [-10.759, 1.981, 9.471], [-8.892, 3.615, 9.678], [-10.294, 5.132, 5.777], [-12.170, 3.620, 5.845], [-16.123, -5.315, 7.370], [-15.314, -6.193, 8.081], [-14.006, -5.922, 8.412], [-13.478, -4.659, 8.077], [-14.332, -3.695, 7.474], [-15.617, -4.075, 7.071], [-12.087, -4.358, 8.475], [-11.241, -5.293, 8.709], [-11.697, -3.181, 8.473], [-17.080, -5.734, 7.094], [-15.732, -7.053, 8.583], [-13.367, -6.668, 8.860], [-13.992, -2.676, 7.368], [-16.314, -3.428, 6.558], [-12.692, 2.040, 1.320], [-13.016, 1.490, 0.100], [-12.669, 0.164, -0.250], [-11.894, -0.611, 0.663], [-11.565, -0.020, 1.869], [-11.947, 1.266, 2.192], [-11.507, -2.016, 0.375], [-11.297, -2.285, -0.839], [-11.373, -2.822, 1.308], [-12.768, 3.096, 1.534], [-13.621, 2.037, -0.609], [-12.801, -0.323, -1.205], [-10.959, -0.568, 2.575], [-11.660, 1.691, 3.143], [-14.225, -2.278, 11.692], [-14.320, -3.659, 11.404], [-15.149, -4.483, 12.162], [-15.805, -3.944, 13.275], [-15.554, -2.606, 13.644], [-14.833, -1.759, 12.784], [-16.741, -4.709, 14.165], [-17.081, -5.841, 13.723], [-17.075, -4.239, 15.277], [-13.691, -1.624, 11.020], [-13.793, -4.196, 10.629], [-15.334, -5.498, 11.845], [-16.000, -2.108, 14.492], [-14.786, -0.732, 13.114], [-13.112, 0.224, 5.239], [-12.026, -0.465, 5.775], [-11.780, -1.767, 5.341], [-12.715, -2.393, 4.463], [-13.701, -1.616, 3.897], [-13.957, -0.384, 4.346], [-12.633, -3.821, 4.144], [-13.426, -4.294, 3.288], [-11.835, -4.525, 4.742], [-13.357, 1.249, 5.475], [-11.310, 0.041, 6.407], [-10.965, -2.294, 5.816], [-14.392, -1.950, 3.137], [-14.820, 0.147, 3.971], [-10.682, 8.746, 9.973], [-11.356, 7.952, 8.990], [-11.835, 6.706, 9.351], [-11.839, 6.312, 10.734], [-11.295, 7.200, 11.659], [-10.507, 8.286, 11.277], [-12.361, 4.986, 11.081], [-12.984, 4.344, 10.230], [-12.054, 4.516, 12.186], [-10.250, 9.629, 9.526], [-11.365, 8.390, 8.003], [-12.343, 6.083, 8.630], [-11.420, 7.054, 12.722], [-9.947, 8.840, 12.016], [-7.945, 4.800, 12.354], [-6.627, 4.457, 12.117], [-5.684, 4.590, 13.086], [-6.036, 5.219, 14.322], [-7.348, 5.371, 14.625], [-8.336, 5.268, 13.609], [-4.980, 5.477, 15.368], [-5.212, 6.124, 16.412], [-3.888, 5.025, 15.031], [-8.609, 4.855, 11.504], [-6.369, 4.129, 11.121], [-4.691, 4.331, 12.749], [-7.593, 5.832, 15.570], [-9.357, 5.539, 13.834], [-16.820, 3.130, 11.788], [-17.581, 2.405, 10.820], [-16.992, 1.561, 9.915], [-15.659, 1.273, 10.051], [-14.900, 1.934, 11.048], [-15.448, 2.928, 11.862], [-14.978, 0.401, 9.069], [-13.770, 0.220, 9.032], [-15.649, -0.156, 8.206], [-17.304, 3.888, 12.386], [-18.622, 2.580, 10.590], [-17.579, 1.103, 9.132], [-13.833, 1.768, 11.033], [-14.922, 3.527, 12.591], [-2.578, 6.696, 8.565], [-3.930, 6.476, 8.351], [-4.492, 6.968, 7.178], [-3.725, 7.790, 6.331], [-2.320, 7.923, 6.525], [-1.738, 7.349, 7.627], [-4.417, 8.645, 5.313], [-3.717, 9.313, 4.548], [-5.655, 8.699, 5.340], [-2.166, 6.116, 9.378], [-4.630, 5.928, 8.965], [-5.530, 6.814, 6.920], [-1.609, 8.446, 5.903], [-0.690, 7.482, 7.852], [-10.188, 9.905, 2.466], [-10.401, 11.076, 3.130], [-9.990, 11.179, 4.495], [-9.172, 10.174, 5.103], [-8.890, 9.044, 4.340], [-9.395, 8.886, 3.091], [-8.672, 10.331, 6.480], [-8.500, 11.529, 6.790], [-8.327, 9.411, 7.204], [-10.660, 9.768, 1.504], [-11.045, 11.882, 2.810], [-10.239, 12.060, 5.069], [-8.363, 8.265, 4.871], [-9.273, 7.922, 2.620], [-2.512, 6.138, 1.973], [-3.602, 6.836, 1.471], [-4.783, 6.691, 2.120], [-5.044, 5.871, 3.224], [-3.910, 5.249, 3.762], [-2.668, 5.316, 3.132], [-6.368, 5.743, 3.783], [-7.341, 6.225, 3.170], [-6.435, 5.346, 4.922], [-1.614, 6.253, 1.385], [-3.515, 7.386, 0.546], [-5.628, 7.154, 1.632], [-3.977, 4.631, 4.645], [-1.912, 4.604, 3.431], [-9.609, 4.160, 2.415], [-9.360, 4.823, 1.195], [-10.147, 5.888, 0.850], [-11.247, 6.204, 1.560], [-11.594, 5.497, 2.722], [-10.750, 4.459, 3.160], [-12.208, 7.217, 1.031], [-13.198, 7.526, 1.669], [-11.937, 7.829, -0.024], [-9.082, 3.248, 2.653], [-8.538, 4.585, 0.537], [-9.915, 6.405, -0.069], [-12.531, 5.777, 3.180], [-11.034, 3.903, 4.041], [-7.996, -1.283, 10.200], [-7.645, -0.042, 10.840], [-8.694, 0.536, 11.571], [-10.039, 0.061, 11.441], [-10.290, -1.076, 10.690], [-9.251, -1.783, 10.115], [-11.078, 0.844, 12.116], [-12.284, 0.492, 12.124], [-10.760, 1.990, 12.550], [-7.295, -1.907, 9.666], [-6.714, 0.485, 10.693], [-8.413, 1.314, 12.266], [-11.295, -1.438, 10.532], [-9.445, -2.647, 9.496], [-2.461, 11.687, 8.555], [-1.399, 11.854, 9.410], [-1.151, 10.778, 10.215], [-2.021, 9.671, 10.336], [-3.082, 9.544, 9.450], [-3.330, 10.584, 8.618], [-1.676, 8.595, 11.330], [-0.701, 8.702, 12.096], [-2.357, 7.531, 11.283], [-2.613, 12.362, 7.725], [-0.752, 12.719, 9.420], [-0.260, 10.931, 10.805], [-3.726, 8.696, 9.634], [-4.098, 10.448, 7.870], [-18.772, 6.557, 0.747], [-18.905, 5.134, 0.919], [-17.792, 4.471, 1.413], [-16.665, 5.136, 1.814], [-16.556, 6.529, 1.702], [-17.610, 7.245, 1.040], [-15.531, 4.297, 2.335], [-14.602, 4.861, 2.865], [-15.539, 3.092, 2.209], [-19.582, 7.053, 0.233], [-19.762, 4.517, 0.693], [-17.852, 3.438, 1.723], [-15.648, 7.039, 1.987], [-17.471, 8.276, 0.749], [-6.617, 8.815, 10.198], [-6.597, 10.160, 9.920], [-6.467, 11.094, 10.966], [-6.131, 10.667, 12.261], [-6.090, 9.324, 12.510], [-6.408, 8.353, 11.516], [-6.039, 11.690, 13.376], [-6.124, 12.861, 13.087], [-5.948, 11.285, 14.528], [-6.822, 8.132, 9.387], [-6.738, 10.511, 8.908], [-6.485, 12.152, 10.747], [-5.931, 8.865, 13.475], [-6.471, 7.290, 11.694], [0.060, 2.732, 12.757], [-0.474, 3.902, 12.217], [-1.702, 3.869, 11.572], [-2.439, 2.688, 11.488], [-1.914, 1.484, 12.069], [-0.668, 1.521, 12.684], [-3.818, 2.707, 10.990], [-4.496, 1.704, 11.227], [-4.218, 3.677, 10.362], [1.006, 2.841, 13.266], [0.062, 4.839, 12.190], [-2.160, 4.774, 11.203], [-2.442, 0.542, 12.113], [-0.313, 0.646, 13.208], [-19.563, 1.906, 3.762], [-20.404, 2.999, 3.703], [-19.925, 4.228, 4.141], [-18.593, 4.430, 4.474], [-17.759, 3.302, 4.468], [-18.238, 2.036, 4.117], [-18.123, 5.775, 4.817], [-18.960, 6.635, 5.091], [-16.914, 5.981, 4.793], [-19.945, 0.915, 3.567], [-21.443, 2.893, 3.428], [-20.611, 5.056, 4.038], [-16.720, 3.389, 4.751], [-17.555, 1.203, 4.191], [-14.477, 8.115, 7.304], [-13.905, 7.407, 6.238], [-14.027, 6.060, 6.138], [-14.785, 5.397, 7.147], [-15.364, 6.038, 8.243], [-15.154, 7.424, 8.309], [-15.080, 3.927, 6.992], [-14.712, 3.292, 6.044], [-15.750, 3.418, 7.916], [-14.552, 9.188, 7.205], [-13.489, 7.885, 5.363], [-13.760, 5.508, 5.249], [-15.789, 5.490, 9.071], [-15.599, 7.979, 9.122], [-5.808, 0.755, 7.677], [-6.260, 1.904, 7.005], [-7.269, 1.806, 6.002], [-7.755, 0.531, 5.657], [-7.243, -0.638, 6.320], [-6.236, -0.471, 7.279], [-8.801, 0.377, 4.621], [-9.464, 1.358, 4.364], [-9.124, -0.754, 4.258], [-4.994, 0.768, 8.386], [-5.949, 2.889, 7.320], [-7.738, 2.643, 5.506], [-7.784, -1.554, 6.135], [-5.967, -1.371, 7.813]]}

4.
{"formula": "C6H16NO7P3V", "method": "the ωB97M-V functional and the def2-TZVPD basis", "charge": 1, "total_energy_ev": -75844.23272, "lumo_energy_ev": -9.1, "homo_lumo_gap_ev": 2.747, "symbols": ["C", "C", "C", "C", "C", "O", "C", "O", "P", "N", "P", "P", "O", "O", "O", "H", "H", "H", "H", "H", "H", "H", "H", "H", "H", "H", "H", "H", "H", "H", "H", "O", "V", "O"], "positions_angstrom": [[-1.921, -2.614, -2.605], [-0.441, -2.295, -2.340], [-0.316, -1.130, -1.377], [1.133, -0.767, -1.087], [1.375, 0.365, -0.073], [2.322, -0.002, 0.915], [1.891, -0.463, 2.151], [2.265, 0.049, 3.137], [0.748, -1.983, 2.356], [0.610, -2.356, 3.852], [-0.190, 1.065, 0.624], [0.213, 2.787, 1.899], [0.303, 2.394, 3.288], [-1.051, 3.721, 1.612], [1.383, 3.673, 1.361], [-2.208, -2.455, -3.630], [-2.530, -1.951, -2.004], [-2.172, -3.607, -2.272], [0.063, -2.051, -3.263], [0.014, -3.163, -1.888], [-0.831, -1.394, -0.458], [-0.792, -0.269, -1.835], [1.711, -1.634, -0.805], [1.548, -0.443, -2.031], [1.851, 1.175, -0.613], [1.302, -3.014, 1.588], [-0.480, -1.589, 1.793], [-0.351, -2.290, 4.155], [-0.878, 1.665, -0.476], [-1.857, 3.194, 1.655], [2.223, 3.196, 1.378], [-2.208, 5.571, -1.469], [-1.650, 4.061, -1.478], [-1.078, 2.553, -2.058]]}

What did the first record say?
{"formula": "C5H8O", "method": "the ωB97M-V functional and the def2-TZVPD basis", "charge": 0, "total_energy_ev": -7357.73332, "lumo_energy_ev": [-0.4, -0.4], "homo_lumo_gap_ev": [8.157, 8.156], "symbols": ["C", "C", "C", "C", "C", "O", "H", "H", "H", "H", "H", "H", "H", "H"], "positions_angstrom": [[1.674, -0.716, 0.092], [0.496, 0.230, -0.020], [-0.621, -0.114, -0.973], [-1.665, 0.466, -0.075], [-0.919, 0.651, 1.125], [-0.991, 1.313, 2.155], [2.393, -0.444, 0.870], [1.395, -1.768, 0.217], [2.206, -0.640, -0.870], [0.844, 1.255, -0.146], [-0.541, 0.448, -1.911], [-0.733, -1.177, -1.219], [-2.622, 0.905, -0.364], [-0.865, -0.535, 1.139]]}